Record 1
Density functional theory data (ωB97M-V/def2-TZVPD) for a molecular structure, C16H14BiCl2F3N5O3 in a non-equilibrium geometry.

Results
**Multiplicity**: 1
**Net charge**: +1

```
44
Properties=species:S:1:pos:R:3:nbo_charge:R:1
Bi -0.627 -0.095 0.742 2.080
Cl -1.431 -7.386 2.549 0.042
C -1.280 -5.813 1.800 -0.066
C -0.944 -5.677 0.410 -0.172
C -0.865 -4.476 -0.167 -0.112
Cl -0.540 -4.397 -1.881 0.001
C -1.033 -3.229 0.562 0.507
O -0.781 -2.096 -0.035 -0.817
C -1.385 -3.409 1.956 -0.314
C -1.594 -2.367 2.873 0.446
O -1.719 -1.093 2.654 -0.692
C -1.493 -4.679 2.543 -0.137
H -0.751 -6.621 -0.096 0.261
H -1.668 -2.744 3.917 0.169
H -1.863 -4.648 3.580 0.237
C 1.638 -0.144 2.733 -0.260
O 1.320 -0.506 1.342 -0.911
H 0.791 0.206 3.316 0.169
H 2.416 0.664 2.769 0.201
H 2.040 -1.025 3.228 0.190
F 1.257 6.507 -1.622 -0.322
C 1.455 6.575 -0.234 0.974
F 0.565 7.491 0.274 -0.311
F 2.721 7.137 0.019 -0.326
C 1.362 5.224 0.433 -0.084
C 0.938 5.139 1.808 -0.208
C 0.818 3.860 2.313 0.037
N 1.024 2.724 1.728 -0.446
C 1.428 2.826 0.449 0.028
C 1.559 4.046 -0.248 -0.228
H 0.924 6.013 2.421 0.250
H 0.614 3.730 3.362 0.198
H 1.640 1.861 -0.044 0.208
H 2.002 4.055 -1.229 0.245
N -0.901 -0.431 -6.063 -0.761
C -0.818 -0.705 -4.729 0.676
N -0.971 -1.957 -4.296 -0.778
N -0.574 0.283 -3.908 -0.616
C -0.494 0.246 -2.641 0.636
N -0.223 0.383 -1.500 -0.690
H -1.415 -1.149 -6.668 0.422
H -0.993 0.547 -6.237 0.427
H -0.989 -2.782 -4.870 0.422
H -1.160 -2.088 -3.313 0.425
```

---

Record 2
Density functional theory data (ωB97M-V/def2-TZVPD) for C4H10N2 in the gas phase.

Results
**Multiplicity**: 1
**SMILES**: C=NC[C@@H](C)N
**Energy above the lowest of the compared OMol25 structures with the same formula, charge and spin**: 24.8 kcal/mol

```
16
Properties=species:S:1:pos:R:3:nbo_charge:R:1
C 2.404 -0.061 0.433 -0.072
N 1.845 0.372 -0.598 -0.383
C 0.441 0.649 -0.704 -0.266
C -0.526 -0.031 0.290 -0.070
C -1.941 0.497 0.072 -0.607
N -0.545 -1.481 0.176 -0.833
H 1.925 -0.293 1.388 0.137
H 3.473 -0.220 0.388 0.170
H 0.162 0.371 -1.728 0.195
H 0.337 1.736 -0.630 0.209
H -0.220 0.206 1.316 0.182
H -1.991 1.561 0.288 0.210
H -2.252 0.334 -0.958 0.199
H -2.628 -0.030 0.728 0.223
H 0.389 -1.862 0.287 0.358
H -0.873 -1.748 -0.748 0.350
```

---

no.,total energy (eV),HOMO-LUMO gap (eV)
1,-69443.1517,7.74
2,-7289.5421,10.06